## A
{
  "formula": "C6H10N",
  "method": "ωB97M-V/def2-TZVPD",
  "symbols": ["C", "C", "C", "C", "N", "C", "C", "H", "H", "H", "H", "H", "H", "H", "H", "H", "H"],
  "positions_angstrom": [[1.17173, -1.22854, -2.65559], [0.10248, -0.53195, -2.30976], [0.05097, 0.21210, -0.84326], [-0.16101, 1.30294, 0.02084], [0.02025, 0.65510, 1.24118], [-1.04965, 0.70844, 2.19433], [0.28933, -0.67839, 0.38415], [1.13730, -1.81906, -3.60836], [2.12335, -1.31665, -2.21937], [-0.85955, -0.45911, -2.74951], [-0.37681, 2.39041, -0.03946], [0.82223, 1.16743, 1.72100], [-1.84957, 0.07130, 1.91456], [-0.75357, 0.33716, 3.13985], [-1.41985, 1.76892, 2.51072], [-0.53894, -1.35696, 0.63123], [1.29132, -1.22315, 0.66746]],
  "mulliken_charge": [-0.63, -0.24, 0.31, -0.57, 0.05, -0.90, -0.39, 0.25, 0.32, 0.36, 0.41, 0.40, 0.35, 0.39, 0.32, 0.22, 0.34],
  "total_charge": 1,
  "multiplicity": 1,
  "orbital_gap_ha": 0.3910,
  "lumo_ev": -3.38
}

=====

## B
{
  "formula": "C6H10N",
  "method": "ωB97M-V/def2-TZVPD",
  "symbols": ["C", "C", "C", "C", "N", "C", "C", "H", "H", "H", "H", "H", "H", "H", "H", "H", "H"],
  "positions_angstrom": [[-1.37578, -1.25544, -0.71930], [-1.95579, -0.31957, -0.23020], [-1.70872, 0.99826, 0.35953], [-0.31422, 1.13007, -0.12778], [0.54133, 0.18417, -0.00039], [1.78612, 0.23926, -0.73873], [0.54804, -0.83680, 1.01307], [-1.32601, -2.20323, -1.18094], [-2.35806, 1.77738, -0.03651], [-1.81976, 0.96330, 1.44550], [-0.07425, 1.93265, -0.81718], [2.61884, 0.51379, -0.08965], [1.99634, -0.74615, -1.15428], [1.73330, 0.95429, -1.55869], [1.50144, -0.78766, 1.54548], [-0.26189, -0.71778, 1.72770], [0.46906, -1.82653, 0.56237]],
  "mulliken_charge": [-0.28, -0.18, -0.65, 0.32, 0.07, -0.90, -0.92, 0.43, 0.37, 0.30, 0.37, 0.35, 0.35, 0.31, 0.38, 0.31, 0.40],
  "total_charge": 1,
  "multiplicity": 1,
  "orbital_gap_ha": 0.3495,
  "lumo_ev": -5.00
}

=====

## C
{
  "formula": "C6H10N",
  "method": "ωB97M-V/def2-TZVPD",
  "symbols": ["C", "C", "C", "C", "C", "C", "N", "H", "H", "H", "H", "H", "H", "H", "H", "H", "H"],
  "positions_angstrom": [[-1.57501, 0.24711, -0.32344], [-2.82747, 0.29597, -0.07775], [0.41428, 0.97463, 1.05999], [-0.27423, -0.04679, 0.17002], [0.01555, -1.52000, 0.24261], [2.15799, 0.23731, -0.43794], [0.90703, 0.84964, -0.26573], [-3.45518, 0.21019, -0.95398], [-3.34635, 0.37290, 0.87947], [-0.15688, 1.80697, 1.31927], [0.31889, -1.75721, 1.28826], [0.76854, -1.76909, -0.56031], [-1.06545, -1.77979, 0.10517], [2.03296, -0.18323, -1.47023], [3.00179, 0.97808, -0.43239], [2.30411, -0.37207, 0.47868], [0.77942, 1.45541, -1.02169]],
  "mulliken_charge": [-0.61, -0.73, -0.41, 1.47, -1.13, -0.92, 0.02, 0.27, 0.28, 0.31, 0.30, 0.35, 0.43, 0.42, 0.28, 0.36, 0.32],
  "total_charge": 1,
  "multiplicity": 1,
  "orbital_gap_ha": [0.2637, 0.3449],
  "lumo_ev": [-6.07, -5.33]
}

=====

## D
{
  "formula": "C6H10N",
  "method": "ωB97M-V/def2-TZVPD",
  "symbols": ["C", "C", "C", "C", "C", "C", "N", "H", "H", "H", "H", "H", "H", "H", "H", "H", "H"],
  "positions_angstrom": [[1.12162, -0.93717, 0.82652], [1.35896, 0.39264, 0.45296], [1.01406, 1.08530, -0.84248], [-0.25191, -0.92372, 0.37390], [-0.63871, -1.73119, -0.79896], [-0.72340, 1.73787, 0.64335], [-0.07504, 0.64965, 0.06632], [1.76040, -1.63658, 1.31887], [1.17566, 2.16776, -0.85558], [1.15446, 0.40246, -1.68057], [-1.10674, -1.22160, 1.39832], [0.16327, -1.74810, -1.60979], [-1.56160, -1.56561, -1.26527], [-0.69276, -2.70616, -0.52252], [-1.14133, 1.49296, 1.66836], [-0.02496, 2.51734, 0.84732], [-1.53201, 2.02416, -0.02074]],
  "mulliken_charge": [-0.19, -0.18, -0.27, 0.18, -1.47, -0.86, 0.30, 0.42, 0.29, 0.23, 0.31, 0.31, 0.39, 0.45, 0.30, 0.40, 0.36],
  "total_charge": 1,
  "multiplicity": 1,
  "orbital_gap_ha": 0.3353,
  "lumo_ev": -5.06
}

=====

The structure with the most favorable energy is B; the runner-up is 0.210 eV above it.

=====

## A
{
  "formula": "C2H3FO2S",
  "method": "ωB97M-V/def2-TZVPD",
  "symbols": ["C", "C", "O", "O", "F", "S", "H", "H", "H"],
  "positions_angstrom": [[-0.32189, -0.04203, 0.91411], [-0.51805, 0.32666, -0.63136], [2.04192, 0.55372, -0.06260], [1.09387, -1.76986, -0.74087], [-1.45123, -0.36431, -1.28460], [0.97871, -0.43115, -0.18353], [-0.09614, 0.72157, 1.73113], [-1.08991, -0.73440, 1.19319], [-0.63729, 1.73979, -0.93546]],
  "mulliken_charge": [-0.54, 0.13, -0.57, -0.57, -0.22, 0.91, 0.28, 0.30, 0.29],
  "total_charge": 0,
  "multiplicity": 1,
  "orbital_gap_ha": 0.4076,
  "lumo_ev": 0.43
}

=====

## B
{
  "formula": "C2H3FO2S",
  "method": "ωB97M-V/def2-TZVPD",
  "symbols": ["O", "S", "O", "C", "C", "F", "H", "H", "H"],
  "positions_angstrom": [[1.83101, 0.74254, 1.14293], [1.49152, -0.06546, 0.02602], [2.52090, -0.89413, -0.50110], [-0.02313, -0.70272, -0.17570], [-1.12453, 0.22874, 0.12199], [-1.39730, 1.14082, -0.93536], [-0.19391, -1.31900, -1.05021], [-2.12904, -0.20816, 0.48647], [-0.97551, 1.07737, 0.88496]],
  "mulliken_charge": [-0.46, 0.88, -0.47, -0.20, -0.26, -0.28, 0.34, 0.24, 0.22],
  "total_charge": 0,
  "multiplicity": 1,
  "orbital_gap_ha": [0.3327, 0.3327],
  "lumo_ev": [-1.52, -1.52]
}

=====

The structure with the most favorable energy is B; the runner-up is 0.975 eV above it.

=====

## A
{
  "formula": "C2H3FO2S",
  "method": "ωB97M-V/def2-TZVPD",
  "symbols": ["C", "C", "O", "O", "F", "S", "H", "H", "H"],
  "positions_angstrom": [[0.07148, 0.17835, -0.42616], [0.07485, -0.43829, 0.74920], [0.67620, -2.97152, -0.21302], [0.09303, -2.74705, 2.17655], [-2.25009, -2.50777, 0.39553], [-0.00151, -2.28431, 0.85184], [0.22262, 1.22508, -0.55491], [-0.17373, -0.17626, -1.37914], [0.25974, 0.15616, 1.69364]],
  "mulliken_charge": [-0.52, -0.03, -0.41, -0.41, -0.57, 1.07, 0.26, 0.27, 0.33],
  "total_charge": 0,
  "multiplicity": 1,
  "orbital_gap_ha": 0.3528,
  "lumo_ev": -2.01
}

=====

## B
{
  "formula": "C2H3FO2S",
  "method": "ωB97M-V/def2-TZVPD",
  "symbols": ["O", "S", "O", "C", "C", "F", "H", "H", "H"],
  "positions_angstrom": [[-1.42827, 0.28256, 1.60029], [-1.21695, -0.69651, 0.57947], [-2.24807, -1.62992, 0.24608], [-0.07534, -0.34249, -0.56457], [0.94263, 0.69361, -0.26920], [1.90531, 0.36384, 0.67636], [0.14020, -1.18177, -1.19809], [1.49441, 0.90479, -1.19447], [0.48609, 1.60590, 0.12414]],
  "mulliken_charge": [-0.47, 0.87, -0.48, -0.29, -0.18, -0.27, 0.35, 0.23, 0.25],
  "total_charge": 0,
  "multiplicity": 1,
  "orbital_gap_ha": 0.3411,
  "lumo_ev": -1.13
}

=====

## C
{
  "formula": "C2H3FO2S",
  "method": "ωB97M-V/def2-TZVPD",
  "symbols": ["C", "C", "O", "O", "F", "S", "H", "H", "H"],
  "positions_angstrom": [[-0.30485, 0.04174, 0.33306], [0.63986, -0.12368, -0.56497], [2.38361, -0.76024, 1.39182], [3.18406, -0.95862, -0.94761], [2.71784, 2.07598, -0.01175], [2.33185, -0.36757, 0.02416], [-1.33473, 0.22914, 0.06539], [-0.07223, -0.00588, 1.38716], [0.56063, -0.04662, -1.63317]],
  "mulliken_charge": [-0.46, -0.06, -0.42, -0.40, -0.59, 1.08, 0.25, 0.26, 0.34],
  "total_charge": 0,
  "multiplicity": 1,
  "orbital_gap_ha": [0.3165, 0.3168],
  "lumo_ev": [-2.56, -2.56]
}

=====

The structure with the most favorable energy is B; the runner-up is 1.518 eV above it.